No. 1
{
  "formula": "C36H48N4O6PS3Tc",
  "method": "ωB97M-V/def2-TZVPD",
  "total_charge": 3,
  "orbital_gap_ha": [0.25594, 0.15315],
  "homo_energy_ev": [-15.73, -15.71],
  "multiplicity": 4,
  "energy_ha": -3687.001005,
  "s2": 3.78,
  "symbols": ["Tc", "C", "C", "N", "N", "C", "N", "S", "C", "C", "C", "C", "C", "N", "H", "H", "H", "H", "H", "H", "H", "H", "H", "H", "C", "C", "C", "C", "O", "P", "O", "O", "O", "C", "C", "C", "C", "H", "H", "H", "H", "H", "H", "H", "H", "H", "H", "H", "H", "H", "H", "H", "H", "H", "H", "O", "S", "C", "C", "C", "C", "C", "C", "C", "C", "C", "C", "C", "C", "H", "H", "H", "H", "H", "H", "H", "H", "H", "H", "C", "C", "C", "C", "C", "C", "C", "S", "C", "O", "H", "H", "H", "H", "H", "H", "H", "H", "H", "H"],
  "positions_angstrom": [[1.31, -1.23, -0.32], [5.31, -1.46, -2.05], [3.86, -1.52, -1.73], [3.33, -1.51, -0.54], [4.14, -1.59, 0.57], [3.62, -1.32, 1.78], [4.39, -1.47, 2.84], [2.05, -0.65, 1.93], [2.86, -1.55, -2.80], [3.17, -1.55, -4.15], [2.15, -1.63, -5.09], [0.84, -1.72, -4.64], [0.60, -1.69, -3.28], [1.57, -1.60, -2.37], [5.95, -1.42, -1.17], [5.51, -0.55, -2.63], [5.63, -2.30, -2.66], [5.07, -1.95, 0.46], [5.32, -1.87, 2.82], [4.00, -1.27, 3.75], [4.20, -1.49, -4.47], [2.37, -1.62, -6.14], [0.02, -1.80, -5.33], [-0.41, -1.74, -2.89], [-3.70, 0.31, -0.88], [-2.62, 1.35, -1.18], [-3.23, 2.73, -1.33], [-1.85, 0.97, -2.44], [-1.66, 1.47, -0.08], [-1.10, 0.35, 0.89], [0.01, 0.96, 1.68], [-0.63, -0.89, 0.05], [-2.29, -0.20, 1.77], [-2.70, 0.34, 3.08], [-2.74, 1.87, 3.07], [-4.10, -0.22, 3.31], [-1.74, -0.18, 4.15], [-4.32, 0.17, -1.76], [-4.32, 0.63, -0.06], [-3.25, -0.65, -0.61], [-3.97, 2.73, -2.13], [-2.46, 3.47, -1.57], [-3.72, 3.03, -0.40], [-2.52, 0.91, -3.29], [-1.37, 0.01, -2.29], [-1.08, 1.72, -2.65], [-3.49, 2.23, 2.36], [-1.77, 2.27, 2.80], [-3.01, 2.23, 4.06], [-4.79, 0.15, 2.55], [-4.46, 0.10, 4.29], [-4.08, -1.30, 3.28], [-0.74, 0.19, 3.96], [-1.72, -1.27, 4.13], [-2.07, 0.15, 5.13], [1.45, 0.82, -0.76], [2.30, 1.91, -0.11], [2.48, 3.10, -1.44], [2.03, 2.81, -2.71], [2.16, 3.77, -3.70], [2.76, 5.00, -3.40], [3.22, 5.27, -2.12], [3.09, 4.31, -1.12], [1.22, 2.90, 0.94], [1.59, 3.00, 2.29], [0.84, 3.80, 3.11], [-0.27, 4.49, 2.59], [-0.63, 4.39, 1.24], [0.11, 3.59, 0.40], [1.55, 1.86, -2.92], [1.80, 3.58, -4.70], [2.86, 5.74, -4.17], [3.68, 6.22, -1.89], [3.44, 4.50, -0.12], [2.45, 2.47, 2.66], [1.10, 3.89, 4.16], [-0.86, 5.13, 3.24], [-1.47, 4.94, 0.85], [-0.15, 3.48, -0.64], [-4.84, -3.75, 1.76], [-3.38, -3.79, 1.43], [-2.41, -3.82, 2.43], [-1.06, -3.78, 2.12], [-0.68, -3.76, 0.79], [-1.63, -3.76, -0.23], [-2.97, -3.78, 0.09], [1.02, -3.50, 0.39], [1.37, -4.84, -0.76], [1.87, -3.69, 1.56], [-5.03, -3.93, 2.81], [-5.40, -4.48, 1.17], [-5.25, -2.77, 1.49], [-2.72, -3.86, 3.47], [-0.30, -3.78, 2.89], [-1.32, -3.74, -1.27], [-3.71, -3.79, -0.70], [1.25, -5.77, -0.22], [2.41, -4.73, -1.08], [0.69, -4.79, -1.61]]
}

No. 2
{
  "formula": "C36H48N8O12",
  "method": "ωB97M-V/def2-TZVPD",
  "orbital_gap_ha": 0.29866,
  "homo_energy_ev": -9.05,
  "multiplicity": 1,
  "de_lowest_kj_mol": 211.8,
  "energy_ha": -2741.003165,
  "smiles": "O=[N+]([O-])c1ccccc1.O=[N+]([O-])c1ccccc1.O=[N+]([O-])c1ccccc1.O=[N+]([O-])c1ccccc1.CN(C)C=O.CN(C)C=O.CN(C)C=O.CN(C)C=O",
  "symbols": ["O", "N", "O", "C", "C", "C", "C", "C", "C", "H", "H", "H", "H", "H", "O", "N", "O", "C", "C", "C", "C", "C", "C", "H", "H", "H", "H", "H", "O", "N", "O", "C", "C", "C", "C", "C", "C", "H", "H", "H", "H", "H", "O", "N", "O", "C", "C", "C", "C", "C", "C", "H", "H", "H", "H", "H", "C", "N", "C", "C", "O", "H", "H", "H", "H", "H", "H", "H", "C", "N", "C", "C", "O", "H", "H", "H", "H", "H", "H", "H", "C", "N", "C", "C", "O", "H", "H", "H", "H", "H", "H", "H", "C", "N", "C", "C", "O", "H", "H", "H", "H", "H", "H", "H"],
  "positions_angstrom": [[14.03, 12.65, -10.45], [14.52, 12.87, -9.39], [15.67, 12.64, -8.97], [13.55, 13.53, -8.51], [14.01, 14.17, -7.28], [13.03, 14.70, -6.44], [11.64, 14.66, -6.81], [11.20, 14.00, -7.92], [12.19, 13.56, -8.79], [15.05, 14.22, -6.99], [13.23, 15.21, -5.51], [10.95, 15.04, -6.07], [10.18, 13.96, -8.27], [11.71, 13.28, -9.72], [20.02, 16.95, -14.84], [19.95, 16.37, -13.79], [20.86, 16.47, -12.99], [18.85, 15.43, -13.42], [17.97, 15.02, -14.39], [16.90, 14.17, -14.12], [16.85, 13.53, -12.85], [17.78, 13.88, -11.82], [18.82, 14.83, -12.14], [18.18, 15.19, -15.43], [16.21, 13.99, -14.92], [16.19, 12.72, -12.60], [17.73, 13.50, -10.81], [19.66, 15.07, -11.50], [27.70, 17.47, -18.09], [26.49, 17.40, -18.25], [25.85, 17.95, -19.18], [25.65, 16.65, -17.37], [24.33, 16.89, -17.06], [23.68, 16.28, -15.91], [24.42, 15.28, -15.20], [25.67, 14.96, -15.64], [26.27, 15.55, -16.74], [23.84, 17.69, -17.59], [22.69, 16.54, -15.55], [24.22, 14.90, -14.21], [26.14, 14.17, -15.08], [27.28, 15.35, -17.06], [18.55, 11.79, -8.55], [18.43, 10.66, -8.20], [18.64, 10.26, -7.12], [17.95, 9.67, -9.14], [18.14, 8.29, -8.90], [17.67, 7.37, -9.76], [16.96, 7.75, -10.87], [16.82, 9.06, -11.25], [17.29, 10.03, -10.41], [18.64, 8.05, -7.98], [17.77, 6.30, -9.64], [16.60, 7.02, -11.58], [16.40, 9.33, -12.20], [17.18, 11.07, -10.67], [15.76, 11.37, -15.98], [17.12, 10.86, -16.37], [17.37, 9.51, -16.83], [18.11, 11.75, -16.36], [19.28, 11.46, -16.60], [15.59, 12.37, -16.38], [15.65, 11.40, -14.90], [14.99, 10.75, -16.45], [18.14, 9.09, -16.18], [16.36, 9.14, -16.66], [17.69, 9.67, -17.86], [17.73, 12.77, -16.15], [16.12, 21.13, -16.02], [17.34, 20.35, -16.36], [18.36, 20.39, -15.33], [17.62, 20.12, -17.67], [16.82, 20.38, -18.58], [15.75, 20.83, -15.04], [15.39, 20.99, -16.82], [16.36, 22.19, -15.97], [18.85, 21.35, -15.20], [17.88, 20.06, -14.40], [19.05, 19.57, -15.50], [18.68, 19.85, -17.85], [24.43, 15.72, -10.75], [23.97, 16.64, -9.75], [22.90, 17.52, -10.21], [24.72, 16.88, -8.64], [25.97, 16.53, -8.60], [23.64, 15.08, -11.17], [25.20, 15.11, -10.28], [25.06, 16.24, -11.47], [22.49, 18.27, -9.54], [23.31, 18.01, -11.09], [22.09, 16.90, -10.61], [24.32, 17.57, -7.88], [18.68, 15.21, -20.47], [18.15, 15.55, -19.17], [18.47, 16.86, -18.68], [17.22, 14.75, -18.54], [16.59, 14.91, -17.52], [19.76, 15.33, -20.47], [18.28, 15.89, -21.22], [18.52, 14.15, -20.69], [19.53, 16.94, -18.42], [18.16, 17.62, -19.38], [18.12, 17.11, -17.68], [17.15, 13.90, -19.23]]
}

No. 3
{
  "formula": "C36H48O6S2",
  "method": "ωB97M-V/def2-TZVPD",
  "orbital_gap_ha": 0.33913,
  "homo_energy_ev": -8.68,
  "multiplicity": 1,
  "energy_ha": -2648.181528,
  "symbols": ["C", "S", "O", "C", "H", "H", "H", "H", "H", "H", "C", "S", "O", "C", "H", "H", "H", "H", "H", "H", "C", "C", "C", "C", "C", "C", "H", "H", "H", "H", "H", "H", "C", "C", "C", "C", "C", "C", "H", "H", "H", "H", "H", "H", "C", "C", "C", "C", "C", "C", "H", "H", "H", "H", "H", "H", "C", "C", "C", "C", "C", "C", "H", "H", "H", "H", "H", "H", "O", "C", "O", "C", "C", "C", "H", "H", "H", "H", "H", "H", "O", "C", "O", "C", "C", "C", "H", "H", "H", "H", "H", "H"],
  "positions_angstrom": [[-7.05, 6.64, -4.81], [-6.13, 5.17, -5.47], [-4.74, 5.61, -5.84], [-6.10, 4.13, -3.96], [-6.38, 6.92, -4.00], [-7.98, 6.22, -4.43], [-7.23, 7.51, -5.45], [-5.55, 3.25, -4.29], [-7.16, 4.08, -3.72], [-5.47, 4.64, -3.24], [-2.79, -6.98, 7.69], [-2.96, -8.25, 6.41], [-3.08, -7.45, 5.15], [-1.25, -8.93, 6.39], [-2.33, -7.35, 8.60], [-3.76, -6.55, 7.93], [-2.26, -6.11, 7.30], [-1.07, -9.57, 7.25], [-0.53, -8.13, 6.25], [-1.19, -9.47, 5.45], [-2.20, 9.42, 0.72], [-2.13, 8.21, 1.30], [-2.95, 7.83, 2.29], [-4.03, 8.64, 2.68], [-4.24, 9.80, 1.97], [-3.34, 10.17, 1.04], [-1.47, 9.86, 0.06], [-1.32, 7.59, 0.94], [-2.74, 6.92, 2.83], [-4.72, 8.44, 3.49], [-5.05, 10.46, 2.24], [-3.55, 11.11, 0.55], [8.26, 7.02, -3.29], [8.03, 8.40, -3.01], [6.79, 8.98, -3.30], [5.72, 8.28, -3.84], [5.92, 6.97, -4.26], [7.14, 6.36, -3.88], [9.24, 6.61, -3.11], [8.79, 8.88, -2.40], [6.75, 10.02, -3.02], [4.72, 8.61, -4.10], [5.09, 6.46, -4.71], [7.16, 5.28, -3.99], [-10.61, 1.14, 5.25], [-9.87, 0.97, 4.06], [-8.79, 0.11, 3.98], [-8.46, -0.57, 5.14], [-9.25, -0.43, 6.27], [-10.28, 0.44, 6.37], [-11.43, 1.82, 5.12], [-10.16, 1.48, 3.15], [-8.15, 0.01, 3.11], [-7.57, -1.18, 5.28], [-8.98, -0.90, 7.20], [-10.72, 0.56, 7.35], [2.13, -0.07, -0.37], [2.20, -1.30, 0.31], [1.14, -2.00, 0.88], [0.00, -1.25, 1.00], [-0.29, -0.16, 0.22], [0.82, 0.44, -0.52], [3.00, 0.37, -0.83], [3.17, -1.76, 0.40], [1.39, -2.91, 1.41], [-0.83, -1.71, 1.52], [-1.30, 0.21, 0.14], [0.61, 1.36, -1.04], [5.42, -3.72, -5.69], [4.94, -4.79, -6.02], [4.51, -5.72, -5.16], [4.27, -6.85, -5.96], [4.01, -6.43, -7.35], [4.81, -5.20, -7.46], [3.39, -7.35, -5.56], [5.06, -7.61, -5.95], [2.98, -6.20, -7.63], [4.41, -7.12, -8.10], [4.54, -4.41, -8.16], [5.86, -5.37, -7.69], [5.44, -10.16, 1.71], [6.20, -9.25, 1.33], [6.94, -9.34, 0.18], [7.93, -8.31, 0.15], [8.03, -7.91, 1.65], [6.62, -7.98, 2.04], [7.57, -7.47, -0.44], [8.84, -8.63, -0.35], [8.47, -6.91, 1.63], [8.65, -8.51, 2.31], [6.15, -7.09, 1.64], [6.33, -8.01, 3.09]]
}